(1)
The following is a DFT calculation (ωB97M-V with the def2-TZVPD basis set) of a molecular structure, C8H26FO5S3Zr at a distorted geometry.

XYZ file:
```
44
C8H26FO5S3Zr, DFT ωB97M-V with the def2-TZVPD basis set
Zr 0.054 0.697 -1.956
S -3.239 -0.934 -1.006
S 3.210 -0.166 -0.223
S 0.337 -2.630 -0.652
F -0.119 0.698 0.239
O -0.284 1.428 3.016
O 0.298 -1.316 -1.480
O 2.138 0.445 -1.167
O -1.894 -0.453 -1.556
O 1.090 2.771 -1.208
C 4.712 0.986 -0.452
C 1.828 -3.592 -1.147
C 0.432 3.607 -0.251
C -0.982 -3.760 -1.303
C -1.438 0.713 3.444
C -4.573 0.152 -1.688
C 2.856 0.529 1.531
C -3.307 -0.235 0.712
H 2.783 -3.162 -0.847
H -0.935 -4.788 -0.944
H -1.933 -3.288 -1.052
H 5.620 0.766 0.109
H 2.027 2.935 -1.081
H 1.748 -4.547 -0.627
H 1.819 0.416 1.847
H 1.004 3.740 0.667
H 1.857 -3.624 -2.236
H -2.637 -0.812 1.348
H -4.304 -0.202 1.153
H 4.984 1.018 -1.507
H -4.696 -0.076 -2.747
H 0.428 4.626 -0.640
H -2.991 0.801 0.585
H -0.634 3.434 -0.108
H -1.419 -0.349 3.199
H -0.968 -3.849 -2.389
H -2.335 1.134 2.992
H -0.187 1.167 2.098
H 4.417 1.983 -0.122
H 3.508 0.119 2.303
H -4.222 1.183 -1.640
H 3.069 1.597 1.548
H -1.533 0.755 4.529
H -5.586 0.085 -1.291
```

Charge: +3
HOMO (eV): -17.5922
Electronic energy (eV): -55428.6387
ΔE to the lowest compared entry with this formula, charge and spin (kcal per mole): 29.0
Orbital gap (eV): 5.29

(2)
The following is a DFT calculation (ωB97M-V with the def2-TZVPD basis set) of a molecular structure, C8H27AgN10O6 at a distorted geometry.

XYZ file:
```
52
C8H27AgN10O6, DFT ωB97M-V with the def2-TZVPD basis set
Ag -0.297 0.335 0.033
O -0.951 -1.659 -0.912
O -2.512 0.517 0.207
O 0.306 2.448 -0.037
O -0.128 -0.273 2.281
O -0.431 0.685 -2.226
O 1.865 -0.160 -0.240
N 0.208 0.240 -4.330
N -0.596 4.255 0.898
N -1.323 -3.644 0.020
N 4.026 0.178 -0.446
N 3.232 -1.628 -1.362
N 1.327 1.669 -3.142
N -4.679 0.598 0.862
N -2.231 -3.239 -1.888
N 1.560 4.215 0.535
N -4.222 1.003 -1.117
C 0.961 -0.901 2.964
C -3.700 0.762 0.051
C -1.495 -2.755 -0.915
C 2.937 -0.534 -0.679
C 0.767 -0.707 4.478
C 0.288 0.860 -3.174
C 0.423 3.570 0.418
C 1.294 -2.363 2.644
H 4.235 -1.745 -1.355
H 1.782 -0.267 2.631
H -5.206 1.228 -1.082
H 4.886 -0.256 -0.749
H -1.825 -4.520 0.016
H 2.457 3.822 0.290
H -2.435 -2.648 -2.682
H -0.705 -3.393 0.778
H -0.444 5.207 1.200
H 1.488 5.174 0.842
H 2.222 -2.770 3.045
H 0.925 0.307 4.844
H -5.614 0.700 0.495
H 2.575 -2.373 -1.547
H 0.514 -3.069 2.930
H 0.918 0.331 -5.042
H -1.380 3.715 1.236
H -3.604 1.124 -1.907
H 1.401 -2.463 1.564
H 1.501 -1.259 5.064
H -4.433 0.569 1.841
H 1.392 2.345 -2.395
H 3.899 0.910 0.239
H -0.486 -0.471 -4.513
H -2.583 -4.177 -1.759
H 2.044 1.566 -3.847
H -0.156 -1.058 4.940
```

Charge: +1
HOMO (spin up / spin down) (eV): -10.6630 / -10.3850
Spin multiplicity: 2
Electronic energy (eV): -39915.0141
ΔE to the lowest compared entry with this formula, charge and spin (kcal per mole): 62.1
Orbital gap (spin up / spin down) (eV): 8.92 / 7.33

(3)
The following is a DFT calculation (ωB97M-V with the def2-TZVPD basis set) of 6 unconnected molecules or ions with the total composition C8H27BrN9O5 at a distorted geometry.

XYZ file:
```
50
C8H27BrN9O5, DFT ωB97M-V with the def2-TZVPD basis set
Br -0.727 -0.132 -0.440
O -2.147 -2.202 -5.123
O 1.456 2.844 -4.186
O 4.753 0.694 1.853
O -2.212 -4.057 2.985
O -5.491 1.618 1.882
N 1.360 1.446 1.602
N -4.571 0.123 0.609
N -0.592 -2.760 2.222
N -3.249 1.625 1.477
N -2.414 -2.604 -2.972
N -2.449 -2.244 1.591
N 0.879 0.880 -3.416
N -1.892 -0.611 -3.496
N 0.446 2.622 -2.255
C -2.183 -1.829 -3.968
C 2.456 0.711 2.079
C -1.813 -3.102 2.290
C 0.951 2.147 -3.343
C 3.644 1.319 1.323
C 2.133 -0.784 1.881
C -4.467 1.138 1.413
C 5.981 1.274 1.409
H -0.246 -2.140 1.504
H 1.869 -1.079 0.866
H -2.528 1.088 1.017
H 0.114 -3.404 2.550
H 3.007 -1.329 2.238
H 0.675 0.783 1.270
H 6.746 0.536 1.651
H 0.237 3.610 -2.271
H 1.163 0.436 -4.277
H -2.498 -3.584 -3.204
H 1.464 1.850 0.682
H 3.602 1.169 0.245
H 6.132 2.197 1.968
H -3.442 -2.337 1.434
H 0.641 0.346 -2.593
H -2.205 -2.482 -1.992
H 1.262 -0.992 2.503
H -3.823 -0.358 0.131
H -5.535 -0.116 0.423
H 5.909 1.539 0.354
H 2.658 1.028 3.102
H -1.834 -1.448 1.497
H -0.088 2.057 -1.610
H -3.114 2.506 1.950
H 3.574 2.294 1.805
H -1.939 0.171 -4.133
H -1.653 -0.457 -2.527
```

Charge: -1
HOMO (eV): -6.7315
Electronic energy (eV): -102429.7584
ΔE to the lowest compared entry with this formula, charge and spin (kcal per mole): 68.7
Orbital gap (eV): 9.37

(4)
The following is a DFT calculation (ωB97M-V with the def2-TZVPD basis set) of a molecular structure, C8H27CuN2O5 at a distorted geometry.

XYZ file:
```
43
C8H27CuN2O5, DFT ωB97M-V with the def2-TZVPD basis set
Cu -0.361 -0.207 -0.599
O 1.018 1.188 -3.750
O -2.351 -0.172 0.554
O -1.287 0.333 -2.493
O -0.066 -2.223 -2.462
O 0.638 -1.455 1.010
N -0.560 2.048 0.148
N 2.330 0.210 -0.918
C 2.093 -1.286 1.012
C 0.216 -1.711 2.338
C -1.358 1.861 1.353
C 4.075 -1.459 -0.710
C -2.692 1.119 1.057
C -3.360 -1.140 0.461
C -1.722 3.215 1.960
C 2.622 -1.107 -0.466
H 4.171 -2.535 -0.566
H -4.227 -0.852 -0.134
H -3.301 1.034 1.957
H -2.855 -1.904 -0.131
H 0.298 1.009 -3.145
H -3.268 1.661 0.306
H 2.054 -1.796 -1.092
H -3.608 -1.546 1.442
H 0.283 2.599 0.224
H 2.448 0.327 -1.914
H 3.048 0.793 -0.512
H 0.259 -2.791 2.472
H 2.342 -0.430 1.638
H 2.636 -2.031 1.593
H 0.371 -2.489 -3.271
H -0.579 -1.453 -2.709
H -0.702 1.317 2.032
H -2.011 3.092 3.004
H 4.736 -1.109 0.082
H 4.421 -1.135 -1.692
H 0.693 0.899 -4.603
H -0.944 3.978 1.988
H -2.621 3.648 1.520
H -1.108 2.444 -0.603
H -1.731 1.045 -1.991
H -0.866 -1.655 2.452
H 0.823 -1.330 3.159
```

Charge: +1
HOMO (spin up / spin down) (eV): -13.1133 / -13.0201
Spin multiplicity: 2
Electronic energy (eV): -66583.0902
Orbital gap (spin up / spin down) (eV): 10.64 / 7.12

> The highest electronic energy belongs to which entry?

C8H27AgN10O6

Repeat the first record exactly.
The following is a DFT calculation (ωB97M-V with the def2-TZVPD basis set) of a molecular structure, C8H26FO5S3Zr at a distorted geometry.

XYZ file:
```
44
C8H26FO5S3Zr, DFT ωB97M-V with the def2-TZVPD basis set
Zr 0.054 0.697 -1.956
S -3.239 -0.934 -1.006
S 3.210 -0.166 -0.223
S 0.337 -2.630 -0.652
F -0.119 0.698 0.239
O -0.284 1.428 3.016
O 0.298 -1.316 -1.480
O 2.138 0.445 -1.167
O -1.894 -0.453 -1.556
O 1.090 2.771 -1.208
C 4.712 0.986 -0.452
C 1.828 -3.592 -1.147
C 0.432 3.607 -0.251
C -0.982 -3.760 -1.303
C -1.438 0.713 3.444
C -4.573 0.152 -1.688
C 2.856 0.529 1.531
C -3.307 -0.235 0.712
H 2.783 -3.162 -0.847
H -0.935 -4.788 -0.944
H -1.933 -3.288 -1.052
H 5.620 0.766 0.109
H 2.027 2.935 -1.081
H 1.748 -4.547 -0.627
H 1.819 0.416 1.847
H 1.004 3.740 0.667
H 1.857 -3.624 -2.236
H -2.637 -0.812 1.348
H -4.304 -0.202 1.153
H 4.984 1.018 -1.507
H -4.696 -0.076 -2.747
H 0.428 4.626 -0.640
H -2.991 0.801 0.585
H -0.634 3.434 -0.108
H -1.419 -0.349 3.199
H -0.968 -3.849 -2.389
H -2.335 1.134 2.992
H -0.187 1.167 2.098
H 4.417 1.983 -0.122
H 3.508 0.119 2.303
H -4.222 1.183 -1.640
H 3.069 1.597 1.548
H -1.533 0.755 4.529
H -5.586 0.085 -1.291
```

Charge: +3
HOMO (eV): -17.5922
Electronic energy (eV): -55428.6387
ΔE to the lowest compared entry with this formula, charge and spin (kcal per mole): 29.0
Orbital gap (eV): 5.29